{
  "formula": "C6H13O",
  "method": "ωB97M-V/def2-TZVPD",
  "elements": ["O", "C", "C", "C", "C", "C", "C", "H", "H", "H", "H", "H", "H", "H", "H", "H", "H", "H", "H", "H"],
  "coordinates": [[3.0533, -0.9651, 0.7531], [0.9764, 0.1254, 0.1670], [-1.0958, 1.2800, -0.6460], [-2.2542, 1.2349, -1.6470], [1.7097, -1.1036, 0.6093], [-0.4987, -0.0660, -0.2383], [-1.2745, -0.5777, 0.9864], [-0.6092, -0.7817, -1.0585], [-1.3773, 1.8233, 0.2637], [-1.1336, -1.6501, 1.1254], [1.3140, -1.4419, 1.6058], [-3.1397, 0.7553, -1.2199], [-2.3584, -0.4723, 0.8499], [0.9688, 0.8719, 0.9768], [-0.3593, 1.9527, -1.1099], [-0.8557, -0.1170, 1.8786], [-1.9644, 0.6776, -2.5378], [1.5671, 0.6157, -0.6209], [1.4294, -1.9664, -0.0988], [-2.4883, 2.2656, -1.9203]],
  "charge": -1,
  "gap_ev": 5.54,
  "smiles": "CC[C@H](C)CC[O-]",
  "total_energy_ha": -311.62188
}

---

{
  "formula": "C6H13O",
  "method": "ωB97M-V/def2-TZVPD",
  "elements": ["O", "C", "C", "C", "C", "C", "C", "H", "H", "H", "H", "H", "H", "H", "H", "H", "H", "H", "H", "H"],
  "coordinates": [[1.8743, -2.9134, -0.2832], [-1.0107, 1.2313, -0.4620], [0.2043, 1.5278, 0.2497], [2.3690, -1.9523, 0.5632], [-0.1254, -0.8673, -1.4112], [-0.9845, -0.2467, -0.3290], [-1.3066, 1.8187, 0.9278], [-1.5644, 1.6693, -1.2544], [1.8665, -0.9202, 0.4381], [-1.3781, 1.1812, 1.8119], [-0.5385, -0.3411, 0.6603], [-2.0391, -0.6936, -0.2428], [3.4747, -1.7104, 0.4126], [2.3355, -2.2127, 1.6106], [0.6723, -0.0985, -1.5097], [0.3116, -1.8555, -1.0904], [-1.2693, 2.9554, 1.1139], [-2.8814, 1.9059, 0.9602], [-0.6909, -0.9542, -2.3267], [0.6809, 2.4762, 0.1612]],
  "charge": -1,
  "gap_ev": 4.30,
  "total_energy_ha": -311.35126
}

---

{
  "formula": "C6H13O",
  "method": "ωB97M-V/def2-TZVPD",
  "elements": ["O", "C", "C", "C", "C", "C", "C", "H", "H", "H", "H", "H", "H", "H", "H", "H", "H", "H", "H", "H"],
  "coordinates": [[-0.2638, -1.9280, -2.8618], [-0.6127, 0.4914, 1.8480], [0.6428, 0.4176, 0.9988], [-0.3930, 0.1103, -1.4644], [0.3084, -1.1398, -1.9394], [-0.0693, 0.8054, 3.2432], [0.2985, 1.0449, -0.3987], [1.2296, 1.5212, -0.7754], [1.3544, -0.8850, -2.3133], [0.6184, 0.1254, 3.8665], [1.0134, -0.5808, 0.8553], [-1.2671, 1.2314, 1.4134], [0.3497, 1.7921, 3.3523], [-0.4177, 0.7509, -2.4140], [-1.4317, -0.1237, -1.1826], [0.4510, -1.5317, -0.8192], [-0.9038, -0.6021, 2.0002], [-0.4970, 1.8225, -0.2714], [-0.8645, 0.5987, 3.9082], [1.4272, 0.9267, 1.5493]],
  "multiplicity": 2,
  "gap_ev": [11.32, 8.28],
  "total_energy_ha": -311.49716
}

---

{
  "formula": "C6H13O",
  "method": "ωB97M-V/def2-TZVPD",
  "elements": ["O", "C", "C", "C", "C", "C", "C", "H", "H", "H", "H", "H", "H", "H", "H", "H", "H", "H", "H", "H"],
  "coordinates": [[-0.6506, 0.4651, 0.8932], [-0.7935, -0.9320, 0.7021], [-1.8108, -1.4617, 0.0697], [1.6395, -0.6296, -2.2075], [-1.3066, 0.9266, 2.0742], [0.7900, 0.8549, 0.7557], [1.2753, 0.7381, -1.5608], [-0.6216, 1.1910, 2.8736], [2.5956, -0.9087, -1.9814], [2.0807, 1.3710, -1.3217], [1.5607, 0.2484, 1.1288], [0.3602, 1.1063, -1.9637], [-1.8705, -2.5415, 0.0029], [-2.0618, 0.1316, 2.3446], [-2.4966, -0.8750, -0.5798], [-0.0368, -1.5631, 1.2863], [-1.8861, 1.8784, 1.9241], [1.4662, -0.5138, -3.1992], [0.8951, -1.4598, -1.9527], [0.8716, 1.9740, 0.7117]],
  "charge": 1,
  "gap_ev": [9.64, 9.64],
  "total_energy_ha": -311.16598
}

---

{
  "formula": "C6H13O14P3",
  "method": "ωB97M-V/def2-TZVPD",
  "elements": ["P", "P", "P", "O", "O", "O", "O", "O", "O", "O", "O", "O", "O", "O", "O", "O", "O", "C", "C", "C", "C", "C", "C", "H", "H", "H", "H", "H", "H", "H", "H", "H", "H", "H", "H", "H"],
  "coordinates": [[0.0155, -2.7085, 1.6742], [2.4722, 1.7298, -2.8656], [-2.3304, 0.0554, 2.4533], [-3.2945, 1.0665, 3.1350], [1.6167, 0.3634, -3.0783], [-1.8231, -0.8769, 3.5039], [0.1646, -2.9019, 3.2234], [2.6461, 2.4905, -4.1279], [0.8980, -3.7656, 0.8890], [-0.6398, 3.1142, 0.1763], [1.1201, -1.9062, -1.6175], [-1.4425, -2.8805, 1.3909], [-1.0932, 0.8820, 1.8429], [0.4687, -1.2564, 1.1909], [1.6441, 2.4822, -1.6714], [-3.1248, -0.8461, 1.4158], [3.9908, 1.4908, -2.4311], [-0.8785, 0.6692, 0.4142], [0.0356, 1.8589, -0.0397], [0.8893, -0.6041, -1.0318], [-0.2256, -0.7168, 0.0615], [0.3973, 1.8143, -1.5394], [0.5277, 0.3851, -2.1541], [-3.8428, 0.5036, 3.6771], [-0.4188, 0.1244, -2.6335], [-1.0176, -1.3466, -0.3506], [-0.3437, 2.3876, -2.0727], [1.7833, -0.2333, -0.5320], [0.8060, -3.4746, -0.0574], [-1.8740, 0.6872, -0.0787], [0.9194, 1.7806, 0.5867], [4.3876, 2.2360, -2.9135], [1.6322, -1.7688, -2.4421], [-2.5905, -1.6750, 1.4021], [-0.5951, -2.3180, 3.4592], [-0.8804, 3.1576, 1.1406]],
  "gap_ev": 11.11,
  "total_energy_ha": -2314.21851
}

---

{
  "formula": "C6H13O2",
  "method": "ωB97M-V/def2-TZVPD",
  "elements": ["O", "O", "C", "C", "C", "C", "C", "C", "H", "H", "H", "H", "H", "H", "H", "H", "H", "H", "H", "H", "H"],
  "coordinates": [[2.1111, -1.0175, -0.1218], [0.3987, -0.7023, 1.2667], [1.4232, -0.3012, 0.6471], [-2.1631, 0.0764, -0.4145], [1.8907, 1.1310, 0.9328], [-3.5870, -0.5586, -0.3559], [-1.1640, -0.8209, -1.1874], [1.8316, 1.9702, -0.3577], [-1.7689, 0.0929, 0.5928], [-4.3718, 0.1043, -0.7277], [1.4718, 1.3514, -1.1796], [-3.5325, -1.4010, -1.0592], [-1.5907, -1.3278, -2.0527], [1.2502, 1.5200, 1.7174], [-2.1834, 1.0320, -0.9164], [-0.6937, -1.5735, -0.5486], [-0.3084, -0.2157, -1.5071], [2.8936, 1.0060, 1.3437], [2.8306, 2.3488, -0.6562], [1.0480, 2.7262, -0.2759], [-3.8711, -0.9517, 0.6169]],
  "charge": -1,
  "gap_ev": 7.87,
  "total_energy_ha": -386.93196
}